No. 1
The following is a quantum chemistry calculation of a structure of composition C7H4N2O4V, from OMol25.

Each line ends with the Mulliken charge.
Cartesian coordinates (Å):
O (-0.39583, -2.06526, -1.99540)  0.02
C (0.28708, -1.23436, -1.52285)  0.55
V (1.20091, 0.16986, -0.71604)  0.55
O (-3.30735, 0.28515, -4.05827)  -0.12
C (-2.21905, 0.13763, -4.37706)  0.13
C (2.89862, 0.33786, -1.57250)  0.42
O (3.89546, 0.43556, -2.17497)  0.08
C (0.12831, 1.52950, -1.40906)  0.57
O (-0.64408, 2.29493, -1.84661)  0.04
N (-0.08363, -1.22559, 1.50444)  -0.23
C (-0.76987, -0.90766, 2.60361)  0.09
C (-0.49172, 0.42468, 2.91070)  -0.60
C (0.40351, 0.87774, 1.94550)  -0.27
N (0.63256, -0.13998, 1.04058)  0.10
H (-0.06812, -2.13203, 1.04649)  0.23
H (-1.42408, -1.62408, 3.07370)  0.50
H (-0.89409, 0.98661, 3.73154)  0.44
H (0.85136, 1.84943, 1.81620)  0.51

Forces on atoms 1 to 2 (eV/Å):
O 4.15 4.83 2.81
C -6.44 -8.14 -5.09

Results
- ⟨S²⟩: 2.076
- Orbital gap (alpha / beta): 4.14 / 4.75 eV
- Energy above the lowest of the compared OMol25 structures with the same formula, charge and spin: 0.0 kcal/mol
- HOMO (alpha / beta): -21.4 / -21.4 eV
- Multiplicity: 3
- Charge: +3

No. 2
The following is a quantum chemistry calculation of a structure of composition C7H5AuN3O6, from OMol25.

Each line ends with the Mulliken charge.
Cartesian coordinates (Å):
Au (0.15229, -0.36594, -1.61456)  0.39
O (2.28419, 3.27056, 0.19324)  -0.47
C (1.33081, 2.34206, 0.08089)  0.70
O (0.51428, 2.33824, -0.84510)  -0.57
C (1.39942, 1.35838, 1.27012)  -0.48
O (0.79632, 0.06559, 1.16645)  -0.33
C (1.53236, -1.15365, 0.82968)  -0.75
C (2.60227, -0.95492, -0.27699)  0.88
O (3.77246, -1.24053, -0.06239)  -0.69
O (2.15053, -0.36447, -1.37345)  -0.65
H (2.25979, 3.88720, -0.57989)  0.37
H (0.82839, 1.89319, 2.05168)  0.34
H (2.45533, 1.32421, 1.58001)  0.34
H (0.75740, -1.82203, 0.44611)  0.40
H (2.06009, -1.57108, 1.68521)  0.24
O (-1.82807, -0.31702, -1.58728)  -0.45
N (-2.23696, -1.60128, -1.25196)  -0.24
C (-3.44930, -1.47915, -0.72265)  0.43
C (-4.20533, -0.27326, -0.80163)  0.38
N (-4.81498, 0.74604, -0.81421)  -0.49
C (-3.98726, -2.57487, 0.00809)  0.14
N (-4.37402, -3.50726, 0.61862)  -0.49

Forces on atoms 1 to 2 (eV/Å):
Au 0.41 0.13 -0.41
O 0.54 0.83 -0.30

Results
- Orbital gap: 7.96 eV
- HOMO: -5.5 eV
- Charge: -1

No. 3
The following is a quantum chemistry calculation of a structure of composition C7H5Br2F2NOS, from OMol25.

Each line ends with the Mulliken charge.
Cartesian coordinates (Å):
C (2.39436, -0.50704, -0.61141)  -0.18
C (2.42934, -1.15137, 0.57814)  -0.50
C (1.52485, 0.54721, -0.85917)  -0.41
C (1.44875, -0.69934, 1.52212)  -0.25
C (0.67821, 0.85612, 0.14651)  0.46
C (-2.20416, -1.44522, 0.24561)  -0.06
C (-1.78294, 1.24115, -0.99678)  0.56
N (0.63917, 0.33724, 1.30862)  -0.25
O (-1.20119, 2.26477, 1.38309)  -0.50
F (-1.54775, 1.21541, -2.29110)  -0.25
F (-3.10206, 1.43909, -0.71036)  -0.22
S (-0.56503, 2.30732, 0.10446)  0.34
Br (-3.03654, -1.36070, 1.80080)  0.13
Br (-3.18737, -2.13204, -1.20215)  -0.04
H (3.11625, -0.92010, -1.48715)  0.20
H (3.19209, -1.85470, 0.66964)  0.45
H (1.37718, 1.07220, -1.80236)  0.33
H (1.35001, -1.13361, 2.62978)  0.28
H (-1.52317, -0.07638, -0.42827)  -0.08

Forces on atoms 1 to 2 (eV/Å):
C 1.96 -0.44 -4.06
C -2.40 1.62 1.31

Results
- Orbital gap (alpha / beta): 6.85 / 6.85 eV
- Energy above the lowest of the compared OMol25 structures with the same formula, charge and spin: 72.4 kcal/mol
- HOMO (alpha / beta): -8.3 / -8.3 eV
- Charge: 0

Q: The highest charge belongs to which entry?
A: C7H4N2O4V